## i
Formula: C53H119N5O9
Source: the OMol25 dataset
Level of theory: ωB97M-V/def2-TZVPD

Structure (XYZ):
```
186
Properties=species:S:1:pos:R:3
C 0.22 1.37 3.16
C 0.36 0.06 2.41
C -0.90 -0.75 2.68
C -1.14 -1.93 1.74
C -0.92 -1.55 0.29
C 0.33 -0.73 -0.02
N 0.56 0.28 0.99
O 1.78 0.97 0.75
C 1.53 -1.65 -0.24
C 0.05 -0.06 -1.36
C 1.55 -0.76 3.02
H 1.04 2.07 2.95
H 0.22 1.20 4.24
H -0.74 1.84 2.94
H -0.84 -1.19 3.69
H -1.78 -0.10 2.80
H -2.17 -2.29 1.86
H -0.49 -2.74 2.08
H -1.87 -1.17 -0.10
H -0.78 -2.46 -0.30
H 1.84 -2.20 0.65
H 1.30 -2.48 -0.92
H 2.42 -1.14 -0.60
H 0.90 0.47 -1.79
H -0.13 -0.84 -2.11
H -0.85 0.55 -1.37
H 1.37 -0.81 4.09
H 2.50 -0.27 2.82
H 1.41 -1.73 2.56
H 1.44 1.80 0.41
C -2.12 2.48 5.68
C -3.06 3.49 5.00
C -3.73 2.84 3.78
C -4.94 1.97 4.16
C -5.86 2.57 5.20
C -5.25 3.36 6.39
N -4.06 4.07 5.88
O -3.41 4.72 6.97
C -6.22 4.46 6.84
C -4.92 2.39 7.52
C -2.24 4.66 4.45
H -2.08 2.72 6.74
H -1.11 2.58 5.28
H -2.48 1.46 5.59
H -4.05 3.62 3.07
H -2.97 2.24 3.29
H -4.43 1.10 4.59
H -5.47 1.66 3.27
H -6.32 1.67 5.63
H -6.72 3.10 4.77
H -6.93 4.07 7.57
H -5.68 5.24 7.37
H -6.69 4.89 5.96
H -4.58 2.95 8.39
H -5.84 1.89 7.84
H -4.18 1.63 7.26
H -1.61 4.30 3.63
H -1.56 5.07 5.21
H -2.84 5.52 4.17
H -3.55 5.65 6.77
C -0.85 3.95 -3.25
C -1.90 3.57 -4.31
C -3.25 3.53 -3.58
C -4.40 3.49 -4.58
C -4.37 4.77 -5.40
C -3.06 4.84 -6.20
N -1.97 4.68 -5.25
O -0.74 4.99 -5.87
C -3.09 3.78 -7.33
C -3.04 6.23 -6.82
C -1.49 2.20 -4.88
H 0.11 4.20 -3.72
H -0.76 3.13 -2.54
H -1.08 4.90 -2.75
H -3.25 2.62 -2.98
H -3.32 4.41 -2.94
H -5.32 3.31 -4.02
H -4.30 2.64 -5.25
H -4.49 5.64 -4.75
H -5.24 4.77 -6.06
H -4.07 3.27 -7.30
H -3.13 4.19 -8.34
H -2.34 2.99 -7.30
H -2.24 6.43 -7.54
H -4.02 6.53 -7.20
H -2.80 6.97 -6.04
H -2.38 1.67 -5.23
H -1.00 1.55 -4.16
H -0.84 2.40 -5.74
H -0.44 5.77 -5.39
C -4.51 -3.96 1.41
C -3.86 -5.34 1.59
C -3.80 -5.92 0.17
C -2.89 -7.14 0.03
C -1.52 -6.70 0.52
C -1.46 -6.13 1.92
N -2.50 -5.10 2.09
O -2.56 -4.58 3.39
C -1.65 -7.26 2.96
C -0.12 -5.51 2.17
C -4.71 -6.20 2.51
H -3.97 -3.40 0.64
H -4.46 -3.36 2.33
H -5.58 -4.06 1.23
H -4.82 -6.19 -0.10
H -3.37 -5.18 -0.50
H -2.81 -7.41 -1.02
H -3.19 -8.01 0.62
H -1.10 -5.94 -0.15
H -0.82 -7.54 0.46
H -1.91 -6.87 3.94
H -2.39 -8.02 2.69
H -0.73 -7.86 3.02
H 0.73 -6.19 2.17
H 0.03 -4.63 1.53
H -0.07 -5.12 3.20
H -4.49 -7.27 2.45
H -5.75 -6.10 2.19
H -4.62 -5.89 3.55
H -2.26 -3.66 3.34
C 4.75 2.65 -0.90
C 4.44 2.87 -2.39
C 3.68 4.20 -2.52
C 4.59 5.44 -2.38
C 5.73 5.38 -3.38
C 6.50 4.05 -3.39
N 5.55 2.91 -3.34
O 6.28 1.69 -3.22
C 7.20 3.90 -4.74
C 7.51 4.02 -2.24
C 3.44 1.81 -2.85
H 5.03 3.54 -0.33
H 5.39 1.79 -0.71
H 3.80 2.36 -0.42
H 3.06 4.26 -3.41
H 3.04 4.33 -1.64
H 4.89 5.64 -1.35
H 3.96 6.26 -2.72
H 6.48 6.15 -3.20
H 5.34 5.60 -4.38
H 8.07 4.58 -4.82
H 7.67 2.93 -4.89
H 6.55 4.20 -5.56
H 8.29 3.27 -2.40
H 8.07 4.96 -2.23
H 7.10 3.92 -1.24
H 2.45 2.01 -2.45
H 3.79 0.79 -2.64
H 3.32 1.84 -3.94
H 6.63 1.71 -2.31
C 4.53 -3.25 4.68
C 4.30 -3.07 3.18
O 5.38 -3.68 2.48
H 3.55 -3.26 5.17
H 5.14 -2.47 5.13
H 4.98 -4.22 4.86
H 4.28 -2.02 2.91
H 3.33 -3.54 3.00
H 5.22 -3.51 1.54
C -1.31 -4.58 -2.76
C -0.34 -3.85 -3.67
O -0.98 -2.98 -4.60
H -2.17 -4.97 -3.31
H -1.71 -3.87 -2.02
H -0.74 -5.32 -2.20
H 0.29 -4.54 -4.22
H 0.36 -3.27 -3.05
H -1.76 -2.62 -4.18
C 5.03 -1.48 -1.76
C 6.02 -2.58 -1.57
O 5.86 -3.13 -0.23
H 5.05 -1.12 -2.80
H 5.17 -0.58 -1.17
H 4.00 -1.82 -1.66
H 7.02 -2.13 -1.65
H 5.89 -3.43 -2.23
H 6.73 -3.48 -0.02
C 2.56 -5.52 -0.53
C 4.03 -5.86 -0.76
O 4.07 -7.10 -1.49
H 1.99 -5.62 -1.46
H 2.48 -4.54 -0.07
H 2.09 -6.27 0.10
H 4.51 -6.05 0.20
H 4.45 -5.04 -1.34
H 4.98 -7.32 -1.67
```

Properties
Gap between HOMO and LUMO = 8.684 eV
HOMO level = -8.390 eV
SMILES = CC1(C)CCCC(C)(C)N1O.CC1(C)CCCC(C)(C)N1O.CC1(C)CCCC(C)(C)N1O.CC1(C)CCCC(C)(C)N1O.CC1(C)CCCC(C)(C)N1O.CCO.CCO.CCO.CCO
Molecular weight = 970.56 Da
Charge = 0

=====

## ii
Formula: C53H119N5O9
Source: the OMol25 dataset
Level of theory: ωB97M-V/def2-TZVPD

Structure (XYZ):
```
186
Properties=species:S:1:pos:R:3
C -9.10 -11.99 0.42
C -7.58 -11.82 0.05
O -6.69 -12.15 1.10
H -9.41 -11.24 1.14
H -9.36 -12.93 0.91
H -9.80 -11.84 -0.41
H -7.25 -10.80 -0.17
H -7.44 -12.47 -0.81
H -5.84 -11.73 0.96
C -12.89 -5.72 5.71
C -13.64 -4.41 6.03
O -14.26 -4.71 7.29
H -12.20 -5.95 6.53
H -12.26 -5.70 4.82
H -13.62 -6.53 5.74
H -14.27 -4.16 5.18
H -13.01 -3.52 6.14
H -13.62 -4.87 7.98
C -8.68 -13.64 5.57
C -7.89 -13.87 4.35
O -7.86 -15.23 4.00
H -8.98 -12.63 5.86
H -8.13 -13.93 6.47
H -9.63 -14.14 5.40
H -6.96 -13.31 4.32
H -8.55 -13.41 3.61
H -7.02 -15.53 4.37
C -14.20 -2.95 1.01
C -13.52 -1.52 1.08
O -14.53 -0.54 0.86
H -14.67 -2.75 0.04
H -14.82 -3.05 1.90
H -13.55 -3.81 0.89
H -12.77 -1.38 0.30
H -12.98 -1.51 2.03
H -15.13 -0.48 1.61
C -19.34 -14.10 7.87
C -18.21 -14.34 6.78
C -18.85 -15.58 5.96
C -18.42 -15.71 4.47
C -18.43 -14.36 3.72
C -17.57 -13.29 4.47
N -18.06 -13.10 5.86
O -17.47 -12.07 6.55
C -16.07 -13.67 4.42
C -17.71 -11.90 3.70
C -16.85 -14.72 7.45
H -18.81 -13.41 8.53
H -19.73 -15.02 8.32
H -20.31 -13.68 7.60
H -18.52 -16.53 6.38
H -19.93 -15.48 5.86
H -19.27 -16.20 4.00
H -17.62 -16.43 4.30
H -19.34 -13.75 3.73
H -18.00 -14.40 2.71
H -15.52 -13.21 5.23
H -15.94 -14.74 4.34
H -15.68 -13.14 3.55
H -17.26 -12.07 2.72
H -18.76 -11.64 3.57
H -17.22 -11.12 4.29
H -16.61 -13.93 8.16
H -16.05 -14.69 6.71
H -16.92 -15.63 8.04
H -16.55 -12.33 6.55
C -8.09 -8.83 7.81
C -6.87 -9.78 8.11
C -6.90 -11.03 7.17
C -5.55 -11.74 7.01
C -4.54 -10.68 6.52
C -4.35 -9.62 7.57
N -5.63 -8.97 7.85
O -5.53 -7.88 8.63
C -3.62 -10.14 8.84
C -3.41 -8.58 6.91
C -6.94 -10.24 9.57
H -9.01 -9.35 8.08
H -8.04 -8.30 6.86
H -8.16 -8.02 8.53
H -7.53 -11.72 7.74
H -7.37 -10.66 6.26
H -5.74 -12.54 6.29
H -5.34 -12.23 7.96
H -4.97 -10.24 5.62
H -3.66 -11.13 6.04
H -4.13 -10.98 9.30
H -2.69 -10.57 8.48
H -3.49 -9.45 9.67
H -2.99 -7.77 7.50
H -2.41 -8.94 6.64
H -3.79 -8.15 5.98
H -6.01 -10.74 9.82
H -7.79 -10.84 9.89
H -6.86 -9.38 10.23
H -5.71 -7.17 8.01
C -17.95 -8.01 9.14
C -16.54 -8.34 9.70
C -15.81 -7.00 9.83
C -14.53 -7.11 10.69
C -14.66 -7.71 12.04
C -15.49 -9.13 11.94
N -16.69 -8.93 11.08
O -17.56 -9.97 11.11
C -14.58 -10.27 11.44
C -15.91 -9.29 13.44
C -15.83 -9.36 8.73
H -17.90 -7.72 8.09
H -18.48 -7.38 9.86
H -18.60 -8.88 9.07
H -15.53 -6.65 8.83
H -16.33 -6.22 10.38
H -14.12 -6.11 10.84
H -13.86 -7.73 10.09
H -15.00 -6.92 12.71
H -13.65 -7.86 12.41
H -13.97 -10.63 12.26
H -15.30 -10.99 11.05
H -13.94 -9.95 10.62
H -16.56 -8.50 13.81
H -16.55 -10.15 13.65
H -15.02 -9.40 14.06
H -16.03 -10.43 8.65
H -14.74 -9.28 8.68
H -16.15 -9.20 7.70
H -18.35 -9.43 11.11
C -11.00 -9.42 5.79
C -12.30 -9.59 4.81
C -13.60 -9.80 5.69
C -14.86 -9.75 4.85
C -14.93 -8.55 3.87
C -13.69 -8.38 2.95
N -12.51 -8.43 3.88
O -11.36 -8.23 3.09
C -13.68 -9.30 1.78
C -13.96 -6.96 2.40
C -12.08 -10.94 4.02
H -11.22 -8.51 6.34
H -10.07 -9.19 5.27
H -10.89 -10.25 6.49
H -13.58 -10.68 6.35
H -13.72 -8.92 6.32
H -15.80 -9.66 5.39
H -14.87 -10.64 4.22
H -15.15 -7.61 4.38
H -15.80 -8.80 3.26
H -12.79 -9.13 1.17
H -13.80 -10.33 2.12
H -14.54 -9.15 1.13
H -14.13 -6.23 3.18
H -13.12 -6.63 1.80
H -14.75 -6.86 1.65
H -12.96 -11.57 3.83
H -11.48 -11.65 4.59
H -11.53 -10.76 3.10
H -11.01 -7.44 3.52
C -18.04 -9.64 0.73
C -18.73 -8.46 -0.07
C -19.64 -9.15 -1.18
C -20.99 -9.60 -0.55
C -21.79 -8.52 0.17
C -20.89 -7.84 1.36
N -19.50 -7.56 0.86
O -18.72 -6.88 1.83
C -21.61 -6.54 1.62
C -21.00 -8.73 2.66
C -17.73 -7.50 -0.80
H -17.52 -10.31 0.05
H -18.69 -10.22 1.39
H -17.46 -9.24 1.57
H -19.79 -8.41 -1.97
H -19.20 -10.10 -1.50
H -20.77 -10.37 0.18
H -21.65 -9.95 -1.35
H -22.57 -9.14 0.62
H -22.19 -7.76 -0.49
H -20.98 -5.91 2.23
H -21.86 -5.97 0.72
H -22.60 -6.73 2.05
H -22.01 -9.11 2.83
H -20.36 -9.59 2.46
H -20.54 -8.21 3.50
H -18.26 -6.61 -1.13
H -17.42 -7.98 -1.73
H -16.91 -7.22 -0.13
H -18.79 -5.95 1.60
```

Properties
Gap between HOMO and LUMO = 8.172 eV
HOMO level = -7.813 eV
SMILES = CC1(C)CCCC(C)(C)N1O.CC1(C)CCCC(C)(C)N1O.CC1(C)CCCC(C)(C)N1O.CC1(C)CCCC(C)(C)N1O.CC1(C)CCCC(C)(C)N1O.CCO.CCO.CCO.CCO
Molecular weight = 970.56 Da
Charge = 0

=====

Most stable: i (next structure +6.079 eV)

=====

## i
Formula: C3H10O2
Source: the OMol25 dataset
Level of theory: ωB97M-V/def2-TZVPD

Structure (XYZ):
```
15
Properties=species:S:1:pos:R:3
O 0.50 1.52 1.18
C -0.18 0.25 -0.66
C -1.82 1.11 1.04
C -0.44 0.56 0.75
H 0.49 2.39 0.72
H -0.35 1.10 -1.33
H -0.93 -0.53 -0.87
H 0.82 -0.17 -0.87
H -1.90 1.34 2.12
H -2.61 0.40 0.76
H -1.97 2.05 0.48
H -0.34 -0.37 1.35
O 2.67 -3.15 -1.25
H 3.45 -3.75 -1.29
H 2.62 -2.76 -2.15
```

Properties
Gap between HOMO and LUMO = 10.881 eV
HOMO level = -10.039 eV
SMILES = CC(C)O.O
Molecular weight = 78.11 Da
Charge = 0

=====

## ii
Formula: C3H10O2
Source: the OMol25 dataset
Level of theory: ωB97M-V/def2-TZVPD

Structure (XYZ):
```
15
Properties=species:S:1:pos:R:3
C 2.17 0.66 1.12
C 1.18 -0.29 0.46
C 1.76 -1.08 -0.70
O 0.55 -1.13 1.45
H 1.77 0.92 2.11
H 3.13 0.17 1.21
H 2.24 1.60 0.59
H 0.32 0.33 0.17
H 1.54 -0.61 -1.67
H 2.75 -1.47 -0.52
H 1.12 -1.97 -0.80
H 0.08 -1.82 0.98
H -5.51 1.15 -2.04
H -4.79 1.88 -1.04
O -4.68 1.64 -1.96
```

Properties
Gap between HOMO and LUMO = 10.871 eV
HOMO level = -10.029 eV
SMILES = CC(C)O.O
Molecular weight = 78.11 Da
Charge = 0

=====

## iii
Formula: C3H10O2
Source: the OMol25 dataset
Level of theory: ωB97M-V/def2-TZVPD

Structure (XYZ):
```
15
Properties=species:S:1:pos:R:3
C -2.37 -0.05 -1.03
O -1.19 -0.79 -1.60
H -3.15 0.47 -1.75
H -2.04 0.84 -0.45
H -2.99 -0.63 -0.37
H -1.70 -1.26 -2.37
C 1.10 0.48 0.33
O -0.10 0.10 1.12
C 2.30 0.10 1.19
H 0.97 1.49 0.03
H 0.96 -0.12 -0.64
H 0.29 -0.62 1.56
H 3.22 0.07 0.40
H 2.22 -0.88 1.57
H 2.48 0.82 2.01
```

Properties
Gap between HOMO and LUMO = 10.842 eV
HOMO level = -9.885 eV
SMILES = CCO.CO
Molecular weight = 78.11 Da
Charge = 0

=====

Most stable: i (next structure +0.122 eV)

=====

## i
Formula: CH2F2N2OP
Source: the OMol25 dataset
Level of theory: ωB97M-V/def2-TZVPD

Structure (XYZ):
```
9
Properties=species:S:1:pos:R:3
C -1.25 -0.11 0.82
N 2.19 0.27 0.00
N 1.02 0.05 -0.03
O -0.05 0.46 1.04
F -1.13 -1.43 0.68
F -1.79 0.35 -0.32
P 1.57 -0.50 -1.62
H -1.88 0.15 1.69
H 1.31 0.75 -2.25
```

Properties
Gap between HOMO and LUMO = 9.842 eV
HOMO level = -17.350 eV
SMILES = FC(F)O[N+]1=[PH]=N1
Molecular weight = 127.01 Da
Charge = +1

=====

## ii
Formula: CH2F2N2OP
Source: the OMol25 dataset
Level of theory: ωB97M-V/def2-TZVPD

Structure (XYZ):
```
9
Properties=species:S:1:pos:R:3
C -1.32 0.81 -0.36
N 2.45 1.36 -0.17
N 0.39 -0.89 -0.06
O -0.81 -0.47 -0.53
F -0.54 1.82 -0.73
F -1.51 0.92 1.01
P 1.84 -0.05 0.14
H -2.27 0.91 -0.83
H 2.65 -1.13 0.32
```

Properties
Gap between HOMO and LUMO (spin up / spin down) = 8.079 / 7.988 eV
HOMO level (spin up / spin down) = -17.443 / -16.923 eV
Molecular weight = 127.01 Da
Charge = +1

=====

Most stable: i (next structure +2.634 eV)